Computed, not measured: C52H56ClN3O2P2SiTi as an isolated structure at a distorted geometry, with the ωB97M-V functional and the def2-TZVPD basis.

The geometry in XYZ format:
```
118
Properties=species:S:1:pos:R:3:forces:R:3
Ti 0.2886 -0.1613 -0.0992 -0.886 -2.349 0.797
O -1.3796 2.7149 0.8068 0.188 0.147 0.203
C -1.7312 1.5815 0.9686 -0.467 -0.353 -0.117
O -0.8746 0.5431 1.1364 -1.268 1.303 0.206
C -3.2080 1.1830 0.9231 0.691 -0.517 0.106
P -3.4371 -0.4030 -0.0369 -0.322 -0.048 -0.017
C -4.1438 -1.5028 1.2567 0.122 0.047 0.002
C -5.3265 -2.2195 1.0962 0.024 -0.013 0.054
C -5.7794 -3.0599 2.1091 0.044 0.023 -0.046
C -5.0448 -3.2131 3.2767 0.039 0.010 -0.021
C -3.8437 -2.5288 3.4286 -0.093 0.042 0.008
C -3.3981 -1.6806 2.4265 -0.098 0.141 0.042
C -4.8815 -0.0808 -1.1298 0.097 0.073 -0.030
C -5.0359 -0.9612 -2.2064 0.033 0.013 0.064
C -6.0702 -0.8043 -3.1204 0.053 -0.031 0.015
C -6.9561 0.2567 -2.9864 0.021 -0.022 0.012
C -6.8181 1.1366 -1.9213 0.057 0.037 0.058
C -5.7932 0.9684 -0.9951 -0.115 -0.104 -0.033
H -3.7494 2.0061 0.4809 -0.139 0.205 0.000
H -3.5311 1.0325 1.9533 -0.161 0.032 0.022
H -5.9071 -2.1202 0.1871 -0.015 0.051 0.030
H -6.7192 -3.5855 1.9863 0.051 0.005 -0.003
H -5.4078 -3.8581 4.0676 0.020 0.012 -0.032
H -3.2567 -2.6579 4.3306 -0.023 0.047 -0.011
H -2.4601 -1.1458 2.5554 -0.061 -0.011 0.010
H -4.3352 -1.7841 -2.3198 -0.016 0.045 -0.040
H -6.1755 -1.5054 -3.9419 0.018 0.068 0.067
H -7.7534 0.3954 -3.7077 0.043 -0.014 0.061
H -7.5143 1.9601 -1.8041 0.055 -0.071 -0.003
H -5.7429 1.6529 -0.1583 0.081 -0.001 0.006
Cl -0.1936 -2.3221 1.2178 0.154 -0.509 0.480
C -1.3808 -3.3571 0.4279 -0.098 0.023 -0.271
C -2.1190 -4.1989 1.2336 0.155 -0.095 0.213
C -3.0847 -4.9962 0.6417 -0.047 -0.087 -0.039
C -3.2812 -4.9395 -0.7309 0.028 0.027 -0.078
C -2.5059 -4.0969 -1.5189 -0.144 -0.117 0.007
C -1.5355 -3.2818 -0.9480 0.090 0.281 0.093
P -0.4216 -2.1629 -1.8867 -0.235 -0.666 -0.117
C 0.9004 -3.3511 -2.3384 0.134 0.243 0.059
C 1.8038 -2.9492 -3.3255 -0.009 0.032 0.026
C 2.8256 -3.7919 -3.7258 0.025 0.009 0.010
C 2.9606 -5.0458 -3.1381 0.016 0.016 -0.007
C 2.0730 -5.4466 -2.1526 0.029 -0.017 0.039
C 1.0457 -4.6005 -1.7478 0.002 -0.034 -0.025
C -1.2543 -1.9903 -3.5050 -0.004 0.135 0.068
C -1.9282 -0.8138 -3.8125 -0.040 -0.053 -0.069
C -2.6095 -0.6782 -5.0157 0.005 -0.013 0.010
C -2.6141 -1.7206 -5.9277 -0.013 -0.054 -0.005
C -1.9359 -2.9001 -5.6350 0.002 -0.008 0.036
C -1.2580 -3.0366 -4.4333 0.024 0.019 -0.031
H -1.9490 -4.2208 2.3041 -0.022 -0.015 -0.156
H -3.6839 -5.6582 1.2556 0.046 0.064 -0.032
H -4.0358 -5.5609 -1.1986 0.044 0.040 0.040
H -2.6583 -4.0829 -2.5900 -0.009 0.044 0.002
H 1.6950 -1.9739 -3.7911 0.038 -0.038 0.016
H 3.5217 -3.4706 -4.4917 -0.046 -0.018 0.040
H 3.7596 -5.7078 -3.4507 -0.043 0.038 0.015
H 2.1757 -6.4232 -1.6930 -0.017 0.062 -0.032
H 0.3560 -4.9363 -0.9838 0.008 0.005 -0.007
H -1.9218 0.0057 -3.1150 -0.042 -0.025 0.029
H -3.1376 0.2415 -5.2347 0.029 -0.010 0.007
H -3.1419 -1.6186 -6.8687 0.035 -0.005 0.046
H -1.9317 -3.7177 -6.3458 0.000 0.047 0.025
H -0.7192 -3.9537 -4.2250 -0.035 0.037 -0.004
C 5.3601 -2.6488 -1.2626 0.032 -0.002 -0.008
C 5.3387 -1.4750 -2.0067 0.021 -0.040 0.009
C 4.2430 -0.6302 -1.9589 -0.151 0.101 -0.038
C 3.1517 -0.9500 -1.1511 0.039 -0.080 0.090
C 3.1682 -2.1338 -0.4278 -0.110 0.068 -0.113
C 4.2625 -2.9783 -0.4802 0.012 -0.088 0.040
N 2.0071 -0.0953 -1.0537 1.758 0.504 -0.805
N 2.2166 1.0557 -1.6626 0.111 0.230 -0.346
C 1.0867 1.7675 -1.8888 -0.300 -0.056 -0.155
C 1.1362 2.9706 -2.6105 0.365 0.071 0.004
C -0.0294 3.5715 -2.9979 0.029 0.080 -0.007
C -1.2542 2.9723 -2.6678 0.010 0.165 -0.128
C -1.2403 1.8432 -1.9077 0.136 -0.130 0.229
N -0.0989 1.2390 -1.4847 -0.020 1.235 -0.886
H 6.2257 -3.3011 -1.2919 -0.074 0.047 -0.015
H 6.1863 -1.2124 -2.6290 -0.049 -0.004 0.037
H 4.2191 0.2825 -2.5346 0.058 -0.008 0.003
H 2.3251 -2.3865 0.1957 -0.084 -0.055 0.075
H 4.2590 -3.8920 0.1034 0.002 0.043 -0.039
H 2.1135 3.3712 -2.8525 -0.112 -0.011 -0.018
H -0.0100 4.4976 -3.5590 0.024 -0.060 0.003
H -2.1950 3.3993 -2.9904 0.055 -0.039 0.070
H -2.1706 1.3805 -1.6126 -0.006 -0.057 0.107
C 3.9153 0.6607 1.3088 0.237 -0.029 -0.105
Si 2.2333 0.4036 2.0976 0.568 -0.057 -0.014
C 1.7686 2.1351 2.7603 -0.366 0.037 0.116
C 2.8459 2.6854 3.7130 0.026 0.099 -0.008
C 0.4358 2.1959 3.5259 0.084 0.168 0.014
C 1.7407 3.0567 1.5265 0.245 0.075 0.112
C 2.4943 -0.9408 3.4432 -0.298 -0.142 0.104
C 3.6894 -0.4925 4.3041 0.084 0.044 0.067
C 1.2594 -1.0938 4.3427 0.060 -0.009 0.077
C 2.8679 -2.3142 2.8749 0.121 0.003 0.044
H 4.5490 1.2233 2.0054 -0.112 -0.107 -0.134
H 3.8590 1.2324 0.3799 0.043 -0.028 0.037
H 4.4197 -0.2850 1.0967 -0.001 0.103 0.012
H 2.8100 2.2077 4.6933 -0.021 0.116 -0.085
H 2.6473 3.7537 3.8691 0.033 -0.082 -0.020
H 3.8596 2.5919 3.3149 -0.111 0.073 0.092
H 0.5277 1.7314 4.5097 0.007 0.076 -0.057
H -0.3798 1.7091 3.0058 -0.010 -0.014 0.008
H 0.1544 3.2442 3.6848 0.020 -0.082 -0.007
H 2.7567 3.2243 1.1488 -0.161 -0.023 0.028
H 1.3169 4.0283 1.8011 0.019 -0.043 -0.036
H 1.1339 2.6634 0.7148 -0.164 -0.006 -0.101
H 3.5262 0.4708 4.7887 0.056 -0.209 -0.039
H 4.6103 -0.4286 3.7147 -0.109 -0.019 0.101
H 3.8526 -1.2373 5.0946 -0.017 0.070 -0.088
H 1.0444 -0.1765 4.8947 0.015 -0.109 -0.037
H 1.4373 -1.8854 5.0816 -0.031 0.038 -0.058
H 0.3624 -1.3601 3.7747 0.041 0.022 0.051
H 3.7178 -2.2516 2.1902 -0.065 -0.035 0.087
H 2.0407 -2.8026 2.3606 0.053 0.004 0.005
H 3.1615 -2.9678 3.7064 -0.033 0.034 -0.075
```
Forces are in eV/Å.

The calculation puts the LUMO energy (alpha / beta) at -3.41 / -3.98 eV. Its total charge is +1. The value obtained for the molecular weight is 928.4 g/mol. For the total energy, the calculation gives -4611.59489 hartree. The value obtained for the highest occupied orbital energy (alpha / beta) is -9.81 / -9.84 eV. As for the spin multiplicity: 2. The energy above the lowest of the compared OMol25 structures with the same formula, charge and spin comes out at 1.370 eV. For the gap between HOMO and LUMO (alpha / beta), the calculation gives 6.40 / 5.87 eV.

Here are the Mulliken charges for atoms 1 to 99, given in e: atom 1 (Ti): 0.08, atom 2 (O): -0.61, atom 3 (C): 0.25, atom 4 (O): 0.74, atom 5 (C): -1.80, atom 6 (P): 2.50, atom 7 (C): 0.20, atom 8 (C): -0.48, atom 9 (C): -0.80, atom 10 (C): -0.72, atom 11 (C): -1.03, atom 12 (C): -0.20, atom 13 (C): 0.18, atom 14 (C): -0.21, atom 15 (C): -0.66, atom 16 (C): -0.63, atom 17 (C): -0.79, atom 18 (C): -0.72, atom 19 (H): 0.40, atom 20 (H): 0.43, atom 21 (H): 0.43, atom 22 (H): 0.45, atom 23 (H): 0.40, atom 24 (H): 0.55, atom 25 (H): 0.25, atom 26 (H): 0.44, atom 27 (H): 0.46, atom 28 (H): 0.40, atom 29 (H): 0.44, atom 30 (H): 0.49, atom 31 (Cl): -0.13, atom 32 (C): 0.54, atom 33 (C): -0.35, atom 34 (C): -0.98, atom 35 (C): -0.84, atom 36 (C): -0.63, atom 37 (C): -0.66, atom 38 (P): 2.48, atom 39 (C): 0.15, atom 40 (C): -0.31, atom 41 (C): -0.76, atom 42 (C): -0.64, atom 43 (C): -0.77, atom 44 (C): -0.46, atom 45 (C): 0.09, atom 46 (C): -0.33, atom 47 (C): -0.66, atom 48 (C): -0.86, atom 49 (C): -0.73, atom 50 (C): -0.60, atom 51 (H): 0.61, atom 52 (H): 0.39, atom 53 (H): 0.43, atom 54 (H): 0.40, atom 55 (H): 0.37, atom 56 (H): 0.44, atom 57 (H): 0.42, atom 58 (H): 0.43, atom 59 (H): 0.43, atom 60 (H): 0.23, atom 61 (H): 0.52, atom 62 (H): 0.42, atom 63 (H): 0.45, atom 64 (H): 0.57, atom 65 (C): -0.88, atom 66 (C): -0.95, atom 67 (C): -0.25, atom 68 (C): -0.92, atom 69 (C): 0.79, atom 70 (C): -0.71, atom 71 (N): 1.54, atom 72 (N): -0.79, atom 73 (C): -0.27, atom 74 (C): -1.02, atom 75 (C): -0.86, atom 76 (C): -1.23, atom 77 (C): -0.93, atom 78 (N): 1.97, atom 79 (H): 0.44, atom 80 (H): 0.45, atom 81 (H): 0.49, atom 82 (H): 0.04, atom 83 (H): 0.52, atom 84 (H): 0.60, atom 85 (H): 0.45, atom 86 (H): 0.59, atom 87 (H): 0.54, atom 88 (C): -1.48, atom 89 (Si): 0.82, atom 90 (C): 2.51, atom 91 (C): -2.11, atom 92 (C): -1.56, atom 93 (C): -1.96, atom 94 (C): 2.58, atom 95 (C): -1.80, atom 96 (C): -1.65, atom 97 (C): -1.62, atom 98 (H): 0.66, atom 99 (H): 0.39